{"formula": "C6H12N2O", "method": "wB97M-V/def2-TZVPD", "symbols": ["H", "H", "C", "H", "O", "N", "H", "C", "H", "H", "C", "H", "H", "N", "H", "C", "C", "H", "C", "H", "H"], "positions_angstrom": [[1.331, 1.290, -2.016], [2.498, -0.513, -0.674], [0.058, 0.812, -0.332], [1.758, 0.395, 1.961], [-0.062, 2.154, -0.455], [-1.037, -1.237, -1.285], [0.615, 1.434, 3.047], [-1.246, -0.556, 1.614], [0.232, -0.385, 3.012], [1.303, -1.800, -1.539], [-0.178, 0.240, 1.167], [-1.976, -1.480, -1.317], [-0.574, -1.682, -2.121], [1.849, -0.672, -1.321], [-0.930, -0.825, 2.754], [0.776, 0.438, 2.330], [0.803, 0.419, -1.467], [-1.283, 0.598, -2.345], [-0.739, 0.118, -1.446], [-2.078, -1.125, 1.015], [-1.119, 2.378, -0.585]], "atomic_forces_ev_per_a": [[-1.73, -1.42, 0.62], [2.77, -0.01, 3.55], [-4.06, -0.49, 3.03], [1.64, -0.48, 0.33], [-4.65, 3.89, 0.25], [3.10, -1.81, -1.72], [0.52, -2.09, -2.37], [1.80, -0.20, -0.57], [3.63, 1.90, -0.68], [2.95, 4.75, 1.80], [-2.09, -1.28, -0.42], [-2.00, -0.18, -0.01], [-1.04, -0.07, 1.21], [-7.49, -3.90, -6.12], [-2.72, -0.14, -2.97], [-3.29, 1.51, 2.69], [4.90, -2.48, -0.85], [0.74, 0.22, 1.99], [1.23, 1.32, -1.94], [1.72, 1.59, 1.39], [4.07, -0.66, 0.80]], "total_energy_ev": -11436.9734, "multiplicity": 1, "gap_ev": 9.22, "charge": 0, "smiles": "C=C(C)[C@]1(O)[C@H](N)[C@@H]1N", "e_lumo_ev": 0.81, "homo_ev": -8.4}

***

{"formula": "C25H39GeN5O4PSSr", "method": "wB97M-V/def2-TZVPD", "symbols": ["H", "C", "H", "H", "C", "S", "H", "H", "C", "H", "H", "C", "H", "N", "C", "C", "H", "C", "H", "H", "H", "Ge", "H", "N", "C", "N", "C", "H", "O", "H", "N", "C", "H", "H", "C", "H", "H", "O", "P", "H", "H", "H", "C", "H", "H", "H", "H", "C", "C", "H", "C", "H", "C", "O", "C", "H", "C", "Sr", "C", "C", "N", "H", "H", "H", "H", "C", "C", "H", "C", "C", "H", "H", "H", "O", "H", "C", "H"], "positions_angstrom": [[-2.440, -1.133, -0.261], [1.143, -1.787, 1.620], [0.014, 3.641, -0.773], [1.683, -2.209, 0.772], [1.682, 3.705, 1.486], [0.877, 2.697, -3.025], [-2.479, 0.329, -5.301], [4.295, 1.896, -3.406], [2.587, -2.365, -2.877], [-4.651, 1.845, -3.363], [-1.913, -1.505, 5.074], [-2.144, -3.140, -0.943], [3.366, 1.379, 1.077], [-2.103, 1.437, -1.186], [0.374, -2.123, -1.659], [-2.432, -3.610, 3.064], [-0.997, -5.233, 2.870], [-2.641, 2.030, -0.122], [-3.139, -3.465, -0.683], [2.198, -2.926, -3.735], [-4.287, 3.026, 0.770], [2.611, 3.408, -0.328], [2.652, 0.631, -0.401], [3.560, 2.589, -3.267], [2.387, 1.841, -2.797], [1.592, -0.182, -2.204], [-3.931, 2.582, -0.147], [-2.909, -3.836, 2.108], [-2.413, 2.636, 2.160], [0.902, 4.834, -1.727], [-0.546, -1.340, -1.009], [0.080, -3.525, -1.799], [1.876, -1.517, 2.379], [4.247, 1.342, -0.448], [1.537, -1.554, -2.189], [0.920, -0.653, 4.312], [1.405, 2.772, 1.994], [-0.711, 1.542, 1.174], [-1.458, -2.050, 2.796], [3.377, -1.715, -3.250], [-0.464, 0.390, 4.025], [4.051, 5.496, 0.274], [-4.112, 1.912, -2.432], [-5.660, 2.947, -1.372], [3.974, 5.285, -1.498], [-2.431, -5.658, 3.788], [-0.484, -2.532, 5.001], [-1.721, -4.852, 3.588], [3.258, 1.487, -0.008], [-1.183, -4.658, 4.516], [-1.739, -1.819, -0.734], [0.556, -3.422, 2.885], [-0.097, -0.437, 4.638], [-1.107, 0.205, -3.512], [-1.851, 2.104, 1.210], [0.678, -0.862, 1.250], [4.085, 4.777, -0.540], [0.728, 1.509, -0.578], [-0.977, -1.672, 4.534], [-1.159, -3.996, -1.456], [2.559, 0.429, -2.760], [0.783, 4.321, 1.400], [3.371, 2.991, -4.186], [0.820, -4.189, -2.222], [-3.243, -3.330, 3.744], [0.105, -2.773, 2.127], [-2.178, 0.716, -3.506], [3.059, -3.108, -2.223], [-4.665, 2.523, -1.313], [-2.832, 1.392, -2.312], [-0.042, -0.081, 5.669], [-1.375, -5.053, -1.591], [5.046, 4.263, -0.537], [-2.971, 0.786, -4.605], [2.371, 4.258, 2.131], [0.893, 3.776, -1.454], [-0.215, -3.415, 1.301]], "atomic_forces_ev_per_a": [[0.10, 0.10, 0.02], [0.19, 0.52, -0.33], [0.18, 0.58, -0.57], [0.07, 0.00, 0.01], [0.50, 0.20, -0.40], [0.50, 0.49, -0.06], [0.02, 0.00, -0.02], [-0.01, 0.06, 0.02], [0.14, -0.22, -0.11], [0.02, -0.03, -0.05], [-0.03, 0.01, 0.01], [0.42, 0.35, -0.07], [-0.07, -0.07, 0.00], [-0.05, 0.56, -0.15], [-0.26, -0.43, -0.04], [-0.05, 0.03, 0.03], [0.03, 0.01, -0.07], [-0.51, 0.14, 0.06], [-0.07, -0.08, 0.01], [-0.08, -0.01, -0.06], [-0.08, 0.06, -0.02], [0.79, 1.16, 0.65], [1.36, 0.51, 0.40], [0.04, -0.22, -0.12], [0.11, -0.09, 0.31], [-0.21, -0.54, 0.13], [0.31, -0.18, -0.01], [0.02, 0.01, -0.05], [0.05, 0.16, -0.05], [0.09, -0.14, -0.02], [0.28, 0.65, -0.09], [0.12, 0.34, 0.01], [-0.03, 0.01, 0.13], [-0.15, 0.18, -0.09], [0.24, 0.37, 0.12], [0.06, 0.00, -0.03], [0.03, 0.19, -0.12], [-0.72, 0.47, 0.79], [-0.04, 0.04, -0.20], [-0.04, 0.06, 0.03], [-0.07, -0.09, -0.03], [-0.09, 0.00, 0.09], [0.23, 0.00, 0.37], [-0.01, 0.00, 0.07], [-0.03, -0.07, 0.03], [-0.04, 0.00, 0.00], [-0.02, 0.02, 0.03], [0.06, -0.06, 0.06], [0.60, 0.16, 0.16], [0.01, 0.04, 0.05], [-0.28, -0.50, 0.22], [-0.03, -0.08, -0.04], [0.13, 0.29, 0.05], [0.30, -0.27, -0.12], [-0.01, -0.67, -0.09], [-0.01, -0.22, 0.15], [-0.66, -0.87, -0.18], [-3.03, -4.05, -0.35], [-0.09, -0.19, 0.09], [-0.21, -0.27, 0.04], [-0.23, 1.30, -0.69], [0.04, -0.12, -0.06], [0.06, -0.09, 0.01], [0.03, -0.04, 0.00], [-0.02, 0.02, -0.01], [-0.12, -0.28, 0.15], [-0.36, 0.50, 0.62], [-0.02, 0.01, 0.08], [-0.06, 0.04, -0.01], [0.28, -0.27, -0.24], [0.05, -0.02, 0.04], [-0.01, 0.02, -0.01], [-0.05, 0.01, 0.00], [-0.11, -0.08, -0.20], [0.05, -0.15, 0.02], [0.51, 0.68, -0.24], [-0.02, 0.03, -0.04]], "total_energy_ev": -119674.3766, "multiplicity": 1, "gap_ev": 4.22, "charge": -1, "e_lumo_ev": 2.43, "homo_ev": -1.8}

***

{"formula": "C30H55ClN2O18S", "method": "wB97M-V/def2-TZVPD", "symbols": ["H", "C", "C", "C", "H", "C", "O", "H", "C", "H", "H", "H", "O", "H", "O", "H", "H", "H", "O", "H", "H", "C", "C", "C", "O", "Cl", "N", "H", "C", "C", "H", "H", "H", "H", "H", "H", "H", "C", "C", "H", "H", "O", "H", "C", "C", "H", "H", "H", "H", "H", "C", "H", "H", "C", "N", "C", "H", "H", "H", "H", "H", "C", "H", "H", "H", "H", "H", "O", "H", "O", "H", "O", "C", "C", "C", "O", "H", "S", "H", "O", "H", "H", "C", "O", "H", "C", "O", "H", "C", "H", "C", "C", "O", "H", "H", "C", "H", "H", "O", "O", "O", "C", "H", "H", "C", "C", "O"], "positions_angstrom": [[3.440, 0.125, 3.965], [0.302, -2.229, 1.096], [-1.136, 6.816, 1.901], [-0.908, -1.278, 1.026], [-4.296, 0.666, 0.665], [-3.330, 4.184, -5.298], [6.342, -0.328, 1.715], [-1.660, -1.761, 0.403], [-6.100, -3.366, 4.945], [-2.884, 4.006, -6.274], [8.386, -1.999, 1.943], [-0.741, 7.446, 2.697], [-0.603, 5.399, -3.522], [2.430, -2.873, -3.798], [-3.787, -1.637, 4.718], [7.860, -3.699, 1.914], [-3.339, 3.535, -0.253], [-0.987, -2.557, -1.666], [-1.544, 6.130, -5.441], [-3.915, 3.321, -4.994], [-6.427, -2.441, 4.478], [4.274, 0.203, 3.275], [-1.622, -0.927, 2.316], [-3.091, 2.935, 0.625], [6.560, -1.716, -5.011], [0.637, -1.289, 4.011], [0.773, -3.190, -2.544], [6.456, -3.205, -6.371], [-0.072, -1.943, -4.563], [2.145, -2.723, -2.759], [0.295, -2.824, 2.004], [0.652, 5.679, 1.435], [-4.019, 2.743, 1.171], [-3.185, -0.455, -0.067], [-1.551, 5.078, 0.002], [-9.023, -6.909, 1.969], [8.118, -2.751, -5.922], [-1.092, 4.524, 0.827], [-2.187, 3.753, 1.561], [-0.368, 3.811, 0.421], [-0.335, 5.020, 2.754], [-2.315, 4.339, -4.300], [-1.703, 3.042, 2.239], [7.264, 0.539, -2.461], [-3.245, 0.365, 0.647], [0.936, 6.368, -4.534], [-5.110, -3.631, 4.593], [-1.431, 1.563, 0.578], [-0.420, -3.952, 0.043], [4.964, 0.975, 3.614], [0.348, -3.190, -0.104], [7.122, -3.708, -4.798], [-2.194, 6.621, 2.093], [-2.921, -0.077, 2.081], [-0.377, 1.020, 3.170], [7.565, -2.674, 1.713], [-2.787, 4.409, 2.197], [-8.707, -5.277, 1.331], [3.917, 0.439, 2.278], [7.283, -2.569, 0.667], [-3.965, 5.067, -5.338], [0.764, 1.250, 2.804], [1.331, -3.658, -0.155], [7.281, -0.120, -1.595], [-0.269, -1.096, -3.902], [2.827, -3.295, -2.128], [-3.756, -0.668, 2.451], [-1.704, -2.748, 5.361], [-6.086, -3.251, 6.025], [1.798, 1.498, 2.362], [-0.628, -0.334, 0.561], [4.908, -1.082, 3.287], [5.942, -1.189, 2.456], [-8.298, -6.103, 1.910], [7.110, -2.922, -5.551], [-2.072, -2.159, 2.996], [0.348, -1.433, -1.416], [-2.393, -1.844, 4.519], [0.997, 6.361, -2.755], [-1.718, -0.345, 4.537], [8.276, 0.847, -2.715], [0.891, -1.760, -5.040], [-2.452, 1.601, 0.187], [-7.030, -4.426, 4.672], [-1.097, 7.363, 0.956], [-0.819, -0.288, 3.460], [6.634, -0.107, -3.574], [-7.383, -6.461, 1.443], [-0.370, 5.501, 1.771], [6.657, 1.412, -2.240], [-7.171, -4.704, 3.381], [7.244, -1.218, -3.980], [8.240, -1.694, -3.501], [-0.149, 7.429, -3.601], [-2.351, 1.580, -0.901], [-1.492, 5.366, -4.514], [-2.909, 0.829, 2.691], [-0.862, -2.031, -5.303], [-8.051, -5.700, 3.259], [-0.613, -4.206, -4.067], [6.445, -2.416, 2.567], [0.351, 6.462, -3.622], [2.259, -1.663, -2.498], [1.226, -1.644, 1.064], [-0.018, -3.216, -3.743], [0.084, -2.502, -1.455], [-6.606, -4.156, 2.469]], "atomic_forces_ev_per_a": [[0.02, -0.06, -0.01], [0.23, -0.03, -0.61], [0.03, -0.14, -0.28], [0.16, -0.72, 0.53], [-0.04, -0.16, -0.08], [-0.09, -0.08, -0.02], [0.05, 0.04, -0.01], [-0.09, 0.20, -0.04], [-0.05, -0.07, 0.11], [0.01, 0.05, -0.01], [-0.02, 0.04, -0.03], [-0.03, 0.05, -0.02], [0.00, -0.02, 0.03], [0.12, -0.05, 0.03], [0.39, 0.15, -0.10], [-0.04, 0.00, 0.03], [-0.12, 0.01, 0.04], [0.00, 0.11, 0.01], [0.00, 0.00, -0.01], [0.03, 0.00, 0.04], [0.05, -0.02, -0.07], [0.04, -0.06, 0.06], [-0.70, 0.04, -0.07], [0.23, 0.10, 0.45], [-0.01, 0.00, 0.00], [-0.05, 0.32, -0.23], [0.10, 0.17, -0.24], [-0.03, 0.04, 0.01], [-0.06, -0.07, 0.25], [-0.26, -0.02, 0.33], [0.01, 0.05, 0.01], [0.02, 0.05, 0.07], [-0.08, -0.10, -0.18], [0.09, -0.03, 0.02], [0.19, -0.05, -0.14], [0.00, 0.01, 0.05], [0.02, -0.01, 0.05], [-0.02, 0.17, 0.43], [0.07, -0.39, -0.20], [-0.09, 0.03, -0.21], [0.28, 0.05, 0.01], [0.00, 0.00, 0.01], [-0.05, 0.11, 0.15], [-0.04, 0.09, 0.14], [-0.01, 0.36, 0.18], [-0.05, 0.03, -0.03], [-0.03, -0.01, -0.07], [0.02, -0.01, -0.01], [0.21, -0.23, -0.09], [0.03, 0.00, -0.05], [-0.29, 0.59, 0.01], [0.05, 0.02, 0.02], [0.03, 0.04, 0.16], [0.03, 0.28, -0.47], [-0.08, 0.24, 0.32], [0.07, -0.09, -0.02], [0.01, 0.16, -0.17], [0.05, 0.02, -0.01], [0.08, 0.00, 0.00], [0.01, 0.05, 0.00], [0.04, 0.03, -0.03], [-0.56, -0.34, -0.40], [-0.07, -0.18, 0.13], [0.06, -0.01, -0.01], [0.01, 0.03, -0.04], [0.05, 0.01, -0.05], [0.07, -0.08, 0.01], [0.14, 0.14, -0.18], [-0.04, -0.05, 0.00], [0.09, 0.49, 0.13], [-0.11, -0.02, -0.15], [0.04, 0.01, 0.08], [-0.08, -0.06, -0.09], [-0.07, -0.08, -0.05], [-0.03, -0.07, -0.09], [0.36, 0.06, 0.23], [0.15, -0.02, -0.05], [-0.81, 0.16, 0.19], [-0.03, -0.04, 0.01], [0.07, -0.33, 0.09], [0.02, -0.07, -0.01], [-0.05, 0.01, -0.09], [-0.05, -0.04, -0.27], [-0.04, 0.04, 0.01], [0.07, 0.10, 0.07], [0.77, -0.44, 0.23], [0.00, 0.01, -0.02], [0.02, 0.05, -0.01], [-0.44, -0.18, -0.01], [-0.04, -0.02, -0.06], [-0.01, -0.02, 0.00], [-0.03, 0.02, 0.00], [0.00, -0.01, 0.01], [-0.01, -0.01, -0.06], [-0.02, -0.01, 0.01], [0.00, -0.01, 0.03], [0.13, -0.07, 0.09], [0.09, 0.04, -0.09], [0.00, 0.00, 0.01], [-0.13, 0.07, 0.14], [0.01, 0.00, 0.02], [0.10, 0.03, 0.08], [0.04, 0.05, -0.16], [-0.03, 0.01, 0.32], [0.14, 0.00, -0.21], [-0.20, -0.46, 0.14], [0.00, 0.01, 0.00]], "total_energy_ev": -95193.9186, "multiplicity": 1, "gap_ev": 9.30, "charge": 0, "smiles": "CCCCCCCC[C@]1(CCCCN(C)C(C)=O)OS(=O)(=O)O[C@]1(Cl)N=C=O.COC(=O)OC.COC(=O)OC.COC(=O)OC.COC(=O)OC", "e_lumo_ev": 0.10, "homo_ev": -9.2}

***

{"formula": "C17H18BN7O4V", "method": "wB97M-V/def2-TZVPD", "symbols": ["H", "H", "C", "C", "H", "C", "N", "H", "H", "N", "C", "C", "H", "C", "N", "C", "C", "C", "C", "H", "H", "C", "H", "O", "N", "O", "C", "C", "O", "H", "C", "V", "H", "H", "H", "H", "H", "N", "C", "N", "H", "C", "H", "B", "N", "C", "O", "H"], "positions_angstrom": [[2.933, -2.388, -3.439], [-2.336, -0.733, 3.958], [2.593, -1.572, -2.824], [0.600, 3.728, -1.798], [-2.067, 2.290, -0.455], [-1.608, -0.105, 3.420], [-0.013, 1.871, -0.703], [-1.899, -4.693, 0.597], [1.289, 4.430, -2.254], [1.039, 2.539, -1.372], [-4.105, -2.135, 0.155], [3.049, -0.253, -2.827], [4.526, 2.148, 2.801], [-1.510, -2.043, 0.303], [2.843, 1.796, 0.043], [-2.863, -2.786, 0.321], [1.598, -1.629, -1.834], [-4.035, -4.901, 0.634], [-5.270, -4.225, 0.525], [3.173, 2.572, -2.154], [0.966, -2.424, -1.467], [-2.853, -4.178, 0.528], [4.619, 2.871, 0.122], [-7.586, -4.320, 0.610], [2.036, 1.079, 0.934], [-1.549, -0.735, 0.349], [3.901, 2.295, 0.691], [-5.300, -2.839, 0.262], [-6.424, -6.177, 0.939], [2.149, 0.630, 2.962], [-0.764, 3.838, -1.502], [0.357, 0.232, 0.253], [-1.419, 4.654, -1.747], [3.855, 0.228, -3.361], [-3.993, -5.972, 0.819], [-0.959, 0.369, 4.173], [-1.018, -0.716, 2.711], [-6.497, -4.944, 0.697], [2.641, 1.143, 2.145], [1.449, -0.405, -1.270], [-4.142, -1.070, -0.067], [3.817, 1.915, 2.029], [-2.130, 0.650, 2.811], [2.460, 1.923, -1.454], [2.342, 0.454, -1.932], [-1.120, 2.659, -0.829], [-0.476, -2.743, 0.255], [-6.251, -2.323, 0.155]], "atomic_forces_ev_per_a": [[0.06, 0.07, 0.02], [0.25, 0.17, -0.39], [-0.01, 0.22, 0.25], [-0.75, -0.35, 0.20], [0.14, 0.19, 0.01], [0.15, 0.02, -0.10], [-0.20, 3.01, -2.14], [-0.16, 0.19, 0.06], [-0.26, -0.20, -0.08], [-1.77, -0.30, 0.70], [0.52, -0.23, 0.09], [-0.52, -0.37, 0.28], [0.00, 0.01, 0.09], [0.15, 0.16, -0.18], [-0.05, -0.47, 1.44], [-0.24, 0.05, 0.01], [0.34, 1.54, 0.06], [-0.57, 0.33, 0.01], [1.71, 1.05, -0.20], [0.21, 0.06, 0.22], [0.14, -0.08, -0.09], [-0.11, 0.43, -0.12], [0.03, -0.04, 0.33], [2.41, -1.29, 0.16], [2.43, 1.39, 0.21], [0.39, -1.41, -0.35], [-0.59, -0.49, 0.34], [0.00, -0.66, 0.12], [-0.21, 2.65, -0.54], [0.35, 0.19, 0.10], [0.12, -0.15, 0.10], [-1.91, -2.43, 1.23], [0.03, 0.09, -0.01], [-0.17, -0.09, -0.16], [-0.21, 0.27, -0.06], [-0.18, -0.08, -0.37], [-0.28, 0.15, 0.63], [-2.61, -1.71, 0.41], [0.11, 0.65, -1.81], [1.69, -0.49, -2.41], [0.15, -0.24, 0.17], [-0.11, -0.22, 0.13], [0.12, -0.22, 0.42], [-1.02, -0.89, 0.79], [-0.86, -1.20, 0.58], [2.01, -0.29, -0.38], [-0.91, 1.25, 0.18], [0.20, -0.24, 0.04]], "total_energy_ev": -62906.2033, "multiplicity": 4, "gap_ev": [6.91, 8.60], "s2": 3.76, "charge": 0, "e_lumo_ev": [-0.78, -0.78], "homo_ev": [-7.7, -9.4]}

***

Which formula does entry 1 have?
C6H12N2O